# 1
12
Properties=species:S:1:pos:R:3 method="wB97M-V/def2-TZVPD" relative_energy_kcal_mol=120.1 lumo_ev="-1.463 / -1.416" fmax_ev_per_a=10.823 gap_ev="7.719 / 7.730"
C -1.45 0.61 -0.49
N 0.24 -0.10 1.34
C 1.15 -0.21 0.27
C -0.55 -0.39 0.16
O 1.87 0.86 -0.05
O 1.56 -1.40 -0.20
O -0.51 -1.65 -0.17
H 2.41 0.63 -0.83
H 0.29 -0.92 1.95
H -1.39 0.50 -1.58
H -1.15 1.62 -0.23
H -2.48 0.45 -0.17

# 2
12
Properties=species:S:1:pos:R:3 method="wB97M-V/def2-TZVPD" relative_energy_kcal_mol=117.5 lumo_ev="-3.514 / -1.754" fmax_ev_per_a=2.338 gap_ev="5.921 / 8.208"
N 0.20 0.22 1.83
C -0.30 -0.49 0.76
O -1.51 -0.64 0.51
C 0.54 -1.45 0.02
O -0.15 0.00 -2.17
C -0.29 1.15 -1.65
O -0.28 1.44 -0.45
H 1.09 0.67 1.66
H -0.48 0.93 2.09
H 1.47 -1.81 0.48
H 0.10 -2.05 -0.76
H -0.39 2.04 -2.31

# 3
12
Properties=species:S:1:pos:R:3 method="wB97M-V/def2-TZVPD" relative_energy_kcal_mol=168.2 lumo_ev=-0.249 fmax_ev_per_a=9.970 smiles="C[N+](=O)[O-].C=C=O" gap_ev=9.405
C -1.12 0.88 -0.47
N -2.13 0.25 0.47
O -3.34 0.47 0.53
O -1.59 -0.72 0.95
H -0.40 0.97 0.08
H -0.94 0.18 -1.25
H -1.21 1.87 -1.01
C 1.60 -0.56 0.11
C 2.88 -0.82 0.24
O 3.90 -1.37 0.58
H 0.77 -0.45 0.78
H 1.59 -0.70 -1.02

# 4
12
Properties=species:S:1:pos:R:3 method="wB97M-V/def2-TZVPD" relative_energy_kcal_mol=42.8 lumo_ev=0.478 fmax_ev_per_a=3.284 smiles="CC(O)(O)N=C=O" gap_ev=10.784
C -1.38 0.21 -0.14
C 0.13 0.36 -0.02
O 0.61 1.62 -0.09
O 0.66 -0.25 1.33
N 0.81 -0.52 -0.90
C 1.71 -1.22 -0.41
O 2.59 -1.98 -0.36
H -1.87 0.86 0.59
H -1.68 0.51 -1.14
H -1.67 -0.82 0.01
H 0.00 2.20 -0.56
H 0.09 -0.95 1.69

# 5
12
Properties=species:S:1:pos:R:3 method="wB97M-V/def2-TZVPD" relative_energy_kcal_mol=204.9 lumo_ev="0.089 / 0.235" fmax_ev_per_a=4.621 gap_ev="8.032 / 9.235"
C -0.15 0.74 -0.89
C -2.23 0.67 1.27
C 1.76 -0.65 -1.26
N -2.65 2.05 1.25
O -0.08 1.74 -1.59
O -3.49 0.98 0.77
O 0.43 -0.33 -0.63
H -2.05 0.23 2.19
H 1.50 -0.38 -2.23
H 1.83 -1.65 -1.09
H 2.55 0.06 -0.95
H -3.22 2.31 2.12

# 6
12
Properties=species:S:1:pos:R:3 method="wB97M-V/def2-TZVPD" relative_energy_kcal_mol=98.2 lumo_ev=0.816 fmax_ev_per_a=3.237 gap_ev=10.122
O -1.05 0.25 -1.80
C -0.28 -0.63 -1.65
C 0.22 -1.11 -0.30
O -0.76 -0.60 0.74
C -0.89 0.70 0.91
N 0.03 1.60 1.05
O 1.34 1.08 1.26
H 0.08 -1.21 -2.53
H 0.21 -2.18 -0.17
H 1.17 -0.73 -0.02
H -1.89 1.04 0.76
H 1.81 1.79 1.74

# 7
12
Properties=species:S:1:pos:R:3 method="wB97M-V/def2-TZVPD" relative_energy_kcal_mol=67.6 lumo_ev=0.539 fmax_ev_per_a=0.771 gap_ev=10.453
N 0.72 0.08 0.91
C -0.44 -0.82 0.14
O -0.85 -1.83 0.62
C -1.06 0.27 -0.72
O 0.00 1.19 -0.92
C 1.13 0.40 -0.55
O 1.09 -0.82 -1.01
H 1.37 -0.56 1.35
H 0.42 0.83 1.54
H -1.41 -0.18 -1.66
H -1.88 0.78 -0.21
H 2.04 1.00 -0.65

# 8
12
Properties=species:S:1:pos:R:3 method="wB97M-V/def2-TZVPD" relative_energy_kcal_mol=132.2 lumo_ev=0.096 fmax_ev_per_a=5.011 smiles="C[C@]1([N+](=O)[O-])CO1" gap_ev=11.297
C 0.87 1.03 -0.44
C -0.13 -0.11 -0.13
N -1.48 0.27 0.25
O -2.34 -0.54 0.33
O -1.61 1.48 0.38
C 0.38 -1.37 0.44
O 0.02 -1.32 -0.91
H 0.48 2.00 0.01
H 0.79 1.15 -1.46
H 1.81 0.77 -0.18
H 1.48 -1.32 0.61
H -0.28 -2.04 1.11

# 9
12
Properties=species:S:1:pos:R:3 method="wB97M-V/def2-TZVPD" relative_energy_kcal_mol=21.1 lumo_ev=0.747 fmax_ev_per_a=0.622 smiles="NC(=O)COC=O" gap_ev=10.923
N 0.66 0.99 0.99
C 0.94 -0.33 0.70
O 2.01 -0.88 0.90
C -0.21 -1.18 0.14
O -1.35 -0.41 -0.26
C -1.11 0.53 -1.18
O -0.05 0.72 -1.73
H -0.03 1.47 0.44
H 1.51 1.54 1.06
H 0.16 -1.78 -0.70
H -0.55 -1.86 0.93
H -1.99 1.18 -1.28

# 10
13
Properties=species:S:1:pos:R:3 method="wB97M-V/def2-TZVPD" relative_energy_kcal_mol=158.5 lumo_ev="-0.503 / -1.051" fmax_ev_per_a=4.144 gap_ev="8.552 / 7.523"
C 1.18 0.15 -0.04
C -1.48 -0.30 0.42
C 1.54 1.11 0.95
N -1.76 -0.86 -0.73
O -1.95 0.22 1.37
O 3.30 -0.73 -1.04
O -3.14 -1.20 -1.11
S 1.88 -0.98 -0.97
H 2.22 0.80 1.77
H 0.68 1.63 1.42
H 2.24 1.92 0.49
H -1.17 -1.41 -1.25
H -3.55 -0.34 -1.28

# 11
13
Properties=species:S:1:pos:R:3 method="wB97M-V/def2-TZVPD" relative_energy_kcal_mol=136.2 lumo_ev=0.338 fmax_ev_per_a=4.753 smiles="CO[C@@H](C=O)[N+](=O)[O-]" gap_ev=10.677
C -1.20 0.02 -0.78
O 0.18 -0.45 -0.71
C 1.02 -0.06 0.26
C 2.41 -1.04 0.30
O 2.51 -2.12 -0.23
N 1.58 1.30 -0.19
O 2.61 1.64 0.37
O 1.07 1.80 -1.11
H -1.43 -0.03 -1.84
H -1.44 1.07 -0.43
H -2.02 -0.65 -0.40
H 0.88 0.00 1.28
H 3.25 -0.76 0.99

# 12
11
Properties=species:S:1:pos:R:3 method="wB97M-V/def2-TZVPD" relative_energy_kcal_mol=123.6 lumo_ev=-0.474 fmax_ev_per_a=3.986 gap_ev=8.523
C -0.16 0.47 -0.04
C 0.15 -0.83 -0.07
C -1.56 1.07 -0.34
N 2.00 -1.17 0.59
O 2.15 -0.85 1.76
S 2.98 -1.89 -0.41
H 0.63 1.17 0.20
H -0.46 -1.67 -0.24
H -2.22 0.32 -0.71
H -2.11 1.61 0.41
H -1.41 1.77 -1.16

# 13
11
Properties=species:S:1:pos:R:3 method="wB97M-V/def2-TZVPD" relative_energy_kcal_mol=89.7 lumo_ev=0.336 fmax_ev_per_a=4.442 smiles="CC#[N+][S-].C=O" gap_ev=8.561
C 1.22 -1.10 0.22
C -0.12 -0.87 0.04
N -1.26 -1.02 0.22
S -2.78 -0.83 0.27
H 1.41 -1.52 1.14
H 1.75 -0.14 0.00
H 1.64 -1.81 -0.51
C -0.48 1.79 -0.40
O -1.62 2.18 -0.30
H 0.25 2.32 0.27
H -0.01 0.99 -0.96

# 14
11
Properties=species:S:1:pos:R:3 method="wB97M-V/def2-TZVPD" relative_energy_kcal_mol=97.3 lumo_ev="-0.271 / -2.127" fmax_ev_per_a=4.209 gap_ev="9.090 / 5.189"
C 0.96 0.69 0.40
C -0.21 0.05 1.10
C -0.71 1.23 -0.74
N 0.60 1.35 -0.72
O -1.25 0.49 0.25
S -0.46 -1.40 -2.47
H 1.98 0.52 0.52
H -0.11 -1.18 1.09
H -0.30 0.54 2.08
H -1.32 1.65 -1.39
H -1.77 -1.38 -2.19

# 15
11
Properties=species:S:1:pos:R:3 method="wB97M-V/def2-TZVPD" relative_energy_kcal_mol=53.7 lumo_ev="0.442 / -3.551" fmax_ev_per_a=5.197 multiplicity=3 s2=2.005 gap_ev="5.436 / 7.648"
C 1.35 0.55 0.92
C -1.03 -0.59 0.58
C 0.04 0.17 -0.17
N 2.24 0.77 1.58
O -0.33 1.35 -0.76
S 0.87 -0.99 -1.37
H -1.57 -1.23 -0.11
H -0.59 -1.22 1.35
H -1.73 0.10 1.05
H -1.08 1.21 -1.34
H 1.82 -0.13 -1.74

# 16
12
Properties=species:S:1:pos:R:3 method="wB97M-V/def2-TZVPD" relative_energy_kcal_mol=48.0 lumo_ev=0.154 fmax_ev_per_a=1.009 smiles="S=C(NS)[C@H]1CO1" gap_ev=8.979
S 1.79 -1.76 -0.05
C 0.36 -0.96 0.13
N -0.82 -1.55 -0.13
S -2.33 -0.84 0.06
C 0.21 0.52 0.56
C 1.14 1.46 -0.02
O -0.21 1.42 -0.45
H -0.77 -2.51 -0.40
H -2.37 0.02 -1.00
H -0.23 0.72 1.55
H 1.37 2.39 0.52
H 1.85 1.09 -0.77

# 17
10
Properties=species:S:1:pos:R:3 method="wB97M-V/def2-TZVPD" relative_energy_kcal_mol=12.4 lumo_ev=0.087 fmax_ev_per_a=4.675 smiles="C=CC(N)=S" gap_ev=8.620
C 1.42 -0.52 -0.15
C 0.20 -0.90 0.22
C -1.03 -0.02 0.07
N -0.70 1.27 0.03
S -2.57 -0.55 -0.08
H 2.21 -1.32 -0.33
H 1.66 0.44 -0.37
H -0.09 -1.92 0.41
H -1.45 1.95 0.09
H 0.34 1.57 0.12

# 18
10
Properties=species:S:1:pos:R:3 method="wB97M-V/def2-TZVPD" relative_energy_kcal_mol=34.2 lumo_ev=0.421 fmax_ev_per_a=3.924 smiles="CC#N.C=S" gap_ev=8.675
C 2.41 -0.11 -0.17
C 1.00 0.09 -0.06
N -0.06 0.53 0.01
H 3.08 0.71 0.29
H 2.81 -0.99 0.24
H 2.72 0.02 -1.24
C -3.00 0.00 0.18
S -2.61 -1.34 0.79
H -3.54 0.18 -0.79
H -2.81 0.90 0.75

# 19
10
Properties=species:S:1:pos:R:3 method="wB97M-V/def2-TZVPD" relative_energy_kcal_mol=98.4 lumo_ev="-2.618 / -2.613" fmax_ev_per_a=4.495 gap_ev="5.667 / 5.675"
C 1.17 0.02 0.06
C 0.87 -1.30 0.02
C -1.04 0.99 -0.04
N 0.29 0.98 -0.12
S -2.15 -0.50 -0.07
H 2.22 0.40 0.00
H -0.22 -1.48 0.12
H 1.56 -2.20 -0.09
H -1.31 1.37 0.89
H -1.38 1.72 -0.76

# 20
10
Properties=species:S:1:pos:R:3 method="wB97M-V/def2-TZVPD" relative_energy_kcal_mol=89.0 lumo_ev=-0.608 fmax_ev_per_a=6.846 smiles="S=C[C@H]1CN1" gap_ev=8.234
S -0.14 1.07 -2.76
C 0.37 0.71 -1.23
C -0.50 -0.14 -0.27
C 0.41 -0.79 0.76
N -0.88 0.01 1.08
H 1.17 1.03 -0.56
H -1.45 -0.69 -0.72
H 0.42 -1.82 1.03
H 1.27 -0.23 0.69
H -0.67 0.85 2.00